Computed, not measured: a structure of composition C37H86CdNO16Zn in a non-equilibrium geometry, with wB97M-V/def2-TZVPD.

The value obtained for the energy above the lowest of the compared OMol25 structures with the same formula, charge and spin is 30.60 kcal per mole. The HOMO energy is -8.1 eV. The total charge is +1. The calculation puts the LUMO energy at -5.7 eV. Its molar mass is 978.89 u.

Geometry as XYZ:
```
142
Properties=species:S:1:pos:R:3:forces:R:3
Cd 4.078 -2.696 2.016 0.4 -0.4 0.2
Zn -1.969 1.673 -0.624 1.4 -0.4 -2.0
O -0.166 -4.736 1.670 -0.4 -0.1 0.0
O -1.372 -0.319 -0.212 0.6 1.3 0.4
O 0.234 1.946 -0.082 -0.9 -1.0 0.1
O 6.621 2.245 -1.356 0.4 -0.1 0.1
O -5.499 -0.977 0.487 0.3 0.1 -0.2
O 1.887 4.647 -0.218 0.1 0.0 -0.3
O -2.357 1.875 1.473 -0.4 -0.4 0.1
O 4.047 -2.082 4.089 0.3 0.4 0.4
O 3.708 -0.780 1.367 0.8 1.2 -0.1
O -1.836 1.568 -2.634 -0.3 0.8 1.7
O 2.048 -2.833 1.597 -0.6 -1.0 0.3
O -0.849 -1.107 5.660 0.1 -0.1 0.3
O -2.450 3.648 -0.618 -0.2 0.9 0.0
O 4.549 2.953 4.672 0.3 -0.4 0.4
O -3.276 -1.016 -3.902 0.2 -0.1 0.2
O -1.037 -5.781 -0.856 -0.3 0.2 0.6
N -1.366 1.390 -3.934 -0.3 -0.8 -0.9
C -1.508 1.857 -6.328 -0.3 -0.1 -0.3
C -3.248 -1.855 -2.767 0.4 0.0 0.5
C 5.252 1.745 4.402 -0.2 0.1 -1.2
C 2.829 -1.600 4.714 -1.4 -1.0 1.0
C 4.978 0.519 -1.739 -0.2 -0.7 0.1
C -0.892 -6.720 2.762 0.0 0.7 0.1
C -1.782 3.797 -4.739 0.6 -0.2 0.0
C 2.024 0.717 0.642 1.1 -1.4 0.8
C 5.598 1.740 2.910 0.4 -0.6 -0.5
C -0.188 -0.397 0.205 -2.3 -0.2 -0.7
C 1.545 -1.752 1.151 -1.3 1.5 -1.5
C 0.323 -5.918 2.323 -0.1 0.3 -0.3
C 0.071 1.117 -4.028 0.9 -0.6 1.0
C -1.890 -1.912 5.080 0.8 0.7 -0.6
C -1.375 -2.435 3.744 0.2 0.1 0.6
C -1.598 4.765 -1.006 0.3 0.1 0.2
C -3.738 -3.228 -3.163 0.1 0.1 -0.4
C -1.330 5.635 0.228 -0.1 -0.3 -0.9
C -3.150 1.037 2.331 -0.3 -0.1 1.4
C -0.027 1.626 -6.500 -0.1 0.6 0.7
C -1.987 2.282 -4.917 -0.6 0.6 -0.9
C 0.245 -1.632 0.645 2.6 -1.2 1.4
C -3.505 2.090 -5.012 -0.4 -1.1 0.1
C 2.504 -0.520 1.074 -1.1 0.1 -0.8
C 0.365 -0.093 -3.108 0.2 0.0 0.2
C 3.308 4.802 1.757 0.1 0.2 0.1
C -0.834 -4.586 -1.594 0.6 -0.6 -0.4
C 0.702 0.822 0.237 -0.3 2.0 -0.1
C -3.984 -2.844 0.713 0.5 -0.4 -0.9
C -4.475 1.664 2.730 -0.3 0.3 -0.7
C 2.024 5.221 1.080 -0.4 -0.7 -0.4
C 0.472 0.660 -5.437 -0.5 0.2 -1.2
C 0.664 -4.385 -1.791 0.2 0.7 -0.2
C 5.940 1.155 -0.755 -0.8 0.4 -0.4
C 1.011 2.255 -3.537 -0.2 0.7 -0.8
C 2.265 -2.748 5.552 0.2 -0.3 0.5
C -5.272 -2.212 1.166 0.0 0.1 0.1
H 1.476 -2.440 6.238 -0.1 0.2 -0.3
H -3.742 -3.987 -2.381 -0.1 0.3 0.3
H 3.024 -0.694 5.284 0.3 -0.1 0.0
H 4.687 -2.191 4.803 0.1 -0.1 -0.2
H -3.957 2.607 -5.860 0.4 0.4 0.0
H -5.127 1.757 1.860 0.0 0.0 0.0
H -0.642 -7.712 3.130 0.0 0.0 0.0
H -2.172 5.334 -1.737 0.3 -0.1 -0.2
H -2.139 6.365 0.262 0.1 0.1 0.6
H 0.055 -0.317 -5.701 -0.2 -0.1 0.5
H 1.978 6.296 0.906 0.0 0.0 0.4
H 0.450 2.600 -6.344 0.4 -0.1 -0.4
H -2.207 -2.819 3.157 0.2 -0.3 -0.1
H 1.165 4.872 1.665 0.0 0.4 0.3
H 1.145 -4.266 -0.815 0.0 -0.3 0.1
H -0.420 -2.484 0.653 -0.1 0.1 -0.1
H -6.316 -0.613 0.839 -0.1 0.0 -0.1
H -4.026 -3.182 -0.325 -0.3 0.4 -0.1
H 4.156 1.154 -2.071 0.2 0.2 0.0
H 0.953 -5.585 3.153 0.0 -0.4 0.2
H -3.199 4.119 -0.232 -0.3 -0.8 0.2
H -5.231 -1.975 2.235 -0.1 -0.4 0.1
H 6.300 2.531 2.640 0.1 0.1 0.2
H -2.718 -1.211 4.931 -0.4 -0.6 0.0
H -4.727 -3.145 -3.616 0.0 -0.2 0.0
H -3.678 1.037 -5.247 -0.3 0.0 0.4
H -2.109 -2.740 5.757 -0.4 0.1 -0.1
H 4.753 1.857 2.230 -0.4 0.2 0.5
H -3.126 -2.169 0.753 0.0 0.0 0.3
H 0.159 1.237 -7.501 0.2 0.2 0.0
H -0.836 -1.674 3.176 -0.4 0.3 0.0
H -2.025 0.948 -6.650 -0.1 -0.1 0.3
H 5.971 2.941 -1.489 0.1 0.0 -0.1
H -1.241 -3.675 -1.140 -0.3 -0.2 0.2
H 0.937 -6.481 1.614 0.1 -0.1 0.1
H -0.370 6.135 0.124 -0.1 0.1 0.0
H -4.087 2.377 -4.136 0.3 -0.1 0.2
H -0.606 -3.187 3.932 -0.3 -0.4 -0.1
H -4.999 1.064 3.474 0.1 -0.2 0.0
H -3.758 -3.795 1.201 -0.1 0.3 0.6
H 3.359 3.721 1.891 0.0 0.0 -0.1
H 4.606 0.900 4.646 -0.3 0.2 0.0
H 4.509 -0.358 -1.280 0.0 0.0 0.1
H -4.355 2.664 3.152 0.2 0.0 0.0
H -0.443 -0.824 -3.077 -0.1 0.0 -0.3
H -2.219 -1.960 -2.394 0.1 0.0 0.0
H -3.299 0.053 1.888 0.2 0.1 -0.3
H 1.141 -5.199 -2.335 -0.1 -0.2 0.1
H 2.641 1.604 0.627 0.2 -0.1 -0.1
H 2.037 -1.373 4.001 0.6 0.2 -0.6
H 4.154 5.138 1.156 0.1 -0.1 0.1
H -2.161 4.120 -3.768 0.2 0.0 0.1
H 0.545 0.205 -2.072 0.0 0.1 -0.2
H -0.728 4.045 -4.869 -0.1 0.3 0.3
H -0.772 -5.591 0.059 -0.1 0.1 -0.2
H -1.414 -6.143 3.527 0.0 -0.2 0.2
H 1.547 0.543 -5.597 0.1 0.1 0.7
H 6.143 1.609 5.020 0.1 0.3 0.0
H -1.850 2.629 -7.023 0.0 0.1 0.0
H 5.410 1.540 0.121 0.0 -0.4 0.2
H 1.277 -0.582 -3.458 0.0 -0.1 0.0
H 1.876 -3.554 4.926 -0.1 0.2 -0.2
H 2.073 2.062 -3.718 0.0 -0.7 0.5
H 6.648 0.382 -0.455 0.3 0.4 0.1
H -1.241 -0.729 6.455 0.3 0.1 0.1
H -6.091 -2.898 0.930 -0.1 0.0 0.4
H 0.922 3.173 -4.126 -0.5 0.0 0.1
H 0.476 -4.021 1.728 0.3 -0.2 0.0
H -1.294 5.000 1.112 0.0 0.1 0.1
H -1.605 -6.788 1.940 0.2 -0.2 -0.2
H 0.916 -3.459 -2.319 -0.3 0.0 -0.2
H -3.793 -1.392 -1.935 -0.3 -0.2 -0.1
H 6.036 0.810 2.530 0.3 -0.1 0.4
H 1.479 3.778 -0.139 0.0 -0.2 0.0
H -2.324 4.351 -5.506 -0.1 -0.1 0.0
H -2.654 -0.289 -3.724 -0.1 0.2 -0.3
H 0.801 2.517 -2.501 0.2 -0.1 0.0
H -1.826 2.427 2.055 0.2 0.2 -0.4
H 5.539 0.139 -2.593 -0.1 0.2 -0.2
H -3.022 -3.594 -3.903 -0.3 -0.1 -0.2
H 5.146 3.658 4.398 -0.2 0.2 0.1
H -2.596 0.924 3.268 0.3 -0.3 -0.2
H 3.364 5.236 2.758 0.1 0.1 0.0
H -0.687 4.364 -1.444 -0.2 -0.1 -0.1
H 3.019 -3.239 6.175 0.2 0.3 0.0
H -1.375 -4.779 -2.521 0.2 0.4 -0.1
```
Forces are in eV/Å.

Computed, not measured: a structure of composition C34H42NO4V in a non-equilibrium geometry, with wB97M-V/def2-TZVPD.

The value obtained for the energy above the lowest of the compared OMol25 structures with the same formula, charge and spin is 0.00 kcal per mole. As for the spin multiplicity: 4. The HOMO energy (spin up / spin down) is -2.8 / -4.6 eV. The total charge is -1. The calculation puts the LUMO energy (spin up / spin down) at 2.4 / 2.4 eV. Its molar mass is 579.66 u.

Geometry as XYZ:
```
82
Properties=species:S:1:pos:R:3:forces:R:3
V -0.392 -0.879 -0.810 0.7 0.7 0.1
O 0.120 -0.321 -5.273 0.1 1.2 -2.7
O 0.368 0.599 0.704 1.2 0.8 1.6
O 2.115 2.203 -3.868 -0.8 -0.1 0.6
O 2.258 0.409 1.932 0.0 0.2 0.2
N 0.699 -1.065 4.053 -1.3 -0.8 0.2
C 0.183 0.486 -7.369 -0.1 0.1 0.4
C -2.483 -0.226 -1.766 0.1 -0.5 0.8
C -0.029 0.141 3.994 -0.1 0.7 0.7
C 1.788 -1.757 -1.560 -0.9 -0.4 1.1
C 2.635 -2.412 3.759 0.2 0.5 0.1
C 0.268 1.109 3.021 -0.2 -0.6 -0.2
C 1.834 -1.699 -0.132 0.2 -0.9 -0.6
C 1.714 3.588 -3.793 -0.1 -1.1 0.5
C 1.525 -1.606 -6.903 -0.3 -0.1 0.1
C 2.883 -0.233 4.842 -0.1 -0.5 -0.4
C 1.194 1.435 -3.028 0.1 -0.2 0.5
C 0.170 3.545 -3.634 0.1 -0.3 -1.0
C -1.094 2.710 4.205 0.1 0.0 -0.2
C 5.198 0.725 5.223 0.2 0.0 0.1
C 2.066 -1.219 4.226 0.7 0.1 0.1
C 0.749 -2.458 0.401 0.4 -0.3 -1.0
C 4.275 -0.354 4.717 -0.5 -0.3 0.2
C -2.121 0.106 0.495 -1.4 0.2 -0.1
C -2.266 0.762 -0.753 -0.5 -0.3 0.3
C 0.139 1.011 -5.961 0.0 0.7 0.8
C 1.060 0.654 1.793 -0.2 0.4 -1.4
C -2.447 -1.508 -1.128 -0.7 0.7 0.4
C -0.011 -2.969 -0.704 1.4 -0.5 -0.5
C -1.501 1.703 5.089 -0.5 0.1 0.0
C 2.297 0.906 5.629 0.0 0.5 0.1
C -1.001 0.415 4.983 0.7 -0.1 -0.5
C 4.011 -2.534 3.699 -0.2 -0.3 0.2
C 4.818 -1.508 4.159 0.4 0.3 -0.1
C -1.018 -1.668 -7.041 0.2 -0.4 0.2
C -0.166 2.150 -3.043 0.7 0.4 -0.1
C -0.241 2.401 3.143 -0.2 -0.2 0.2
C -2.195 -1.299 0.286 -1.2 0.5 -0.4
C 0.619 -2.516 -1.926 0.4 -0.3 0.8
C 0.203 -0.871 -6.643 0.3 -0.7 -1.0
H 0.582 -2.702 1.449 -0.1 0.4 -0.3
H -1.454 3.734 4.327 0.0 -0.3 0.0
H 2.027 1.763 4.983 0.0 -0.3 0.3
H 2.554 -1.359 -2.209 -0.2 0.2 -0.1
H 5.212 0.775 6.322 -0.1 0.0 -0.2
H -0.909 -3.567 -0.642 0.2 -0.1 0.0
H 2.240 4.071 -2.950 -0.4 -0.1 -0.1
H 2.613 -1.219 0.456 -0.4 0.0 -0.2
H -2.113 -2.059 1.062 -0.1 0.2 -0.3
H 1.574 -1.862 -7.973 0.1 0.2 0.3
H -0.212 4.367 -3.058 -0.1 0.4 0.4
H -1.930 -1.089 -6.843 0.2 -0.3 -0.1
H -2.339 1.843 -0.904 0.2 -0.5 0.1
H -2.233 1.920 5.870 0.2 0.1 -0.2
H 0.130 -1.912 4.073 0.5 0.4 0.0
H -0.310 3.611 -4.633 0.4 0.1 0.4
H 1.399 0.594 6.186 0.3 0.2 -0.3
H 2.086 4.045 -4.706 -0.2 0.2 -0.2
H -2.767 -0.039 -2.800 0.4 -0.1 0.2
H 4.448 -3.437 3.288 0.0 0.0 0.0
H 0.297 -2.765 -2.931 0.0 0.1 0.1
H 1.062 0.406 -3.405 0.6 0.6 0.0
H 3.034 1.267 6.366 -0.3 -0.1 -0.3
H 5.902 -1.579 4.104 -0.1 -0.1 -0.1
H 1.558 -2.551 -6.354 0.1 0.1 0.1
H -0.822 1.598 -3.714 -0.2 0.2 0.3
H 1.978 -3.195 3.401 0.1 0.0 -0.2
H -0.936 -1.910 -8.110 -0.2 0.2 0.2
H -0.677 0.775 -7.986 0.1 -0.5 0.1
H 0.026 3.139 2.383 -0.1 -0.2 0.3
H 1.098 0.754 -7.890 0.1 -0.1 -0.1
H -2.662 -2.454 -1.604 0.2 0.1 0.0
H 2.396 -0.985 -6.622 -0.5 -0.3 -0.1
H 6.222 0.507 4.902 -0.2 0.1 0.0
H -2.118 0.607 1.468 0.5 -0.3 -0.5
H 1.059 1.579 -5.787 -0.4 -0.1 0.8
H -1.254 -0.381 5.693 0.0 0.4 -0.2
H -0.774 1.575 -5.738 0.4 0.0 0.2
H -1.036 -2.615 -6.503 -0.3 0.0 0.2
H -0.614 2.175 -2.043 0.2 0.1 -0.4
H 1.568 1.357 -1.986 0.1 0.2 -0.5
H 4.925 1.718 4.837 0.0 -0.3 0.1
```
Forces are in eV/Å.

Computed, not measured: an isolated molecule of C3H7N3O in a non-equilibrium geometry, with wB97M-V/def2-TZVPD.

The value obtained for the energy above the lowest of the compared OMol25 structures with the same formula, charge and spin is 28.42 kcal per mole. The HOMO energy is -9.2 eV. Its SMILES is [H]/N=C/N/C(O)=N\C. The total charge is 0. The calculation puts the LUMO energy at 0.9 eV. Its molar mass is 101.11 u.

Geometry as XYZ:
```
14
Properties=species:S:1:pos:R:3:forces:R:3
O 0.053 -1.957 0.369 0.2 -0.1 0.1
N -2.915 0.649 -0.695 0.2 -0.3 0.1
N 1.542 -0.400 0.397 -0.2 0.2 -0.1
N -0.730 0.164 -0.174 0.1 0.1 0.0
C -2.050 -0.220 -0.373 0.0 0.0 0.0
C 0.313 -0.651 0.188 0.5 0.3 0.1
C 2.188 0.864 0.275 0.1 0.4 -0.1
H 3.253 0.698 0.461 -0.2 0.2 -0.1
H -3.832 0.222 -0.808 0.1 0.0 0.0
H 2.084 1.286 -0.731 0.0 0.1 0.1
H -0.539 1.150 -0.294 0.0 -0.1 0.0
H 1.826 1.587 1.016 0.0 0.1 -0.1
H -2.214 -1.288 -0.225 0.0 0.1 0.0
H 1.021 -2.104 0.593 -1.0 -1.1 0.0
```
Forces are in eV/Å.